Run P
Entry from the Open Molecules 2025 dataset: a single C6H9NO molecule (ωB97M-V/def2-TZVPD).

## Properties
**SMILES string**: C1=C[C@@H]2N[C@@H]2COC1
**E_HOMO**: -9.11 eV
**Frontier orbital gap**: 0.3670 Ha
**LUMO level**: 0.88 eV

Geometry (Å):
C: 1.440 0.937 0.053
C: 0.315 1.643 -0.060
C: -1.043 1.046 -0.144
N: -1.660 0.240 1.144
C: -1.499 -0.204 -0.206
C: -0.672 -1.436 -0.468
O: 0.430 -1.487 0.534
C: 1.524 -0.577 0.227
H: 2.351 1.379 0.373
H: 0.552 2.726 -0.457
H: -1.808 1.766 -0.372
H: -0.584 0.120 1.339
H: -2.482 -0.179 -0.600
H: -0.119 -1.758 -1.427
H: -1.188 -2.448 -0.393
H: 2.172 -0.913 1.176
H: 2.273 -0.855 -0.719

Formally, the natural (NBO) partial charges of the atoms, in units of the elementary charge, are as follows: number 1, C, carries -0.22; number 2, C, carries -0.23; number 3, C, carries -0.14; number 4, N, carries -0.51; number 5, C, carries -0.17; number 6, C, carries -0.11; number 7, O, carries -0.54; number 8, C, carries -0.13; number 9, H, carries 0.22; number 10, H, carries 0.23; number 11, H, carries 0.22; number 12, H, carries 0.34; number 13, H, carries 0.21; number 14, H, carries 0.20; number 15, H, carries 0.21; number 16, H, carries 0.22; number 17, H, carries 0.18

Run Q
Entry from the Open Molecules 2025 dataset: 2 unconnected molecules or ions with the total composition C6H9NO (ωB97M-V/def2-TZVPD).

## Properties
**SMILES string**: c1ccncc1.CO
**E_HOMO**: -9.32 eV
**Frontier orbital gap**: 0.3721 Ha
**LUMO level**: 0.80 eV

Geometry (Å):
C: 2.583 -0.541 0.033
C: 2.496 0.774 0.137
C: 1.209 1.395 0.114
N: 0.070 0.783 -0.078
C: 0.201 -0.546 -0.081
C: 1.430 -1.224 0.042
H: 3.523 -1.081 -0.357
H: 3.227 1.648 0.107
H: 1.068 2.452 -0.131
H: -0.743 -1.198 -0.069
H: 1.746 -2.203 0.045
C: -2.551 -0.322 0.143
O: -3.766 0.260 0.034
H: -2.629 -0.829 1.108
H: -2.455 -0.857 -0.707
H: -1.627 0.279 0.205
H: -3.785 1.211 -0.544

Formally, the natural (NBO) partial charges of the atoms, in units of the elementary charge, are as follows: number 1, C, carries -0.17; number 2, C, carries -0.26; number 3, C, carries 0.05; number 4, N, carries -0.44; number 5, C, carries 0.03; number 6, C, carries -0.27; number 7, H, carries 0.22; number 8, H, carries 0.23; number 9, H, carries 0.19; number 10, H, carries 0.21; number 11, H, carries 0.23; number 12, C, carries -0.28; number 13, O, carries -0.72; number 14, H, carries 0.17; number 15, H, carries 0.15; number 16, H, carries 0.21; number 17, H, carries 0.46

Run R
Entry from the Open Molecules 2025 dataset: a molecular structure, C6H9NO (ωB97M-V/def2-TZVPD).

## Properties
**E_HOMO**: -8.80 eV
**Frontier orbital gap**: 0.3643 Ha
**LUMO level**: 1.11 eV

Geometry (Å):
C: 1.613 1.259 0.810
C: 1.536 0.674 -0.750
C: 0.377 -0.285 -0.507
C: -1.538 -1.157 -0.789
C: -1.489 -1.062 0.583
C: -0.624 0.141 0.477
H: 2.654 1.139 1.272
H: 1.300 2.256 0.757
H: 0.999 1.409 -1.258
H: 2.422 0.257 -1.205
H: 0.590 -1.228 -0.047
H: -2.318 -1.643 -1.384
H: -2.186 -1.205 1.269
H: -1.064 1.081 0.064
H: 0.801 -0.603 1.824
N: 0.489 0.447 1.668
O: -0.734 -0.251 -1.490

Formally, the natural (NBO) partial charges of the atoms, in units of the elementary charge, are as follows: number 1, C, carries -0.22; number 2, C, carries -0.46; number 3, C, carries 0.07; number 4, C, carries 0.17; number 5, C, carries -0.35; number 6, C, carries -0.08; number 7, H, carries 0.21; number 8, H, carries 0.19; number 9, H, carries 0.22; number 10, H, carries 0.23; number 11, H, carries 0.20; number 12, H, carries 0.20; number 13, H, carries 0.23; number 14, H, carries 0.21; number 15, H, carries 0.33; number 16, N, carries -0.64; number 17, O, carries -0.51

Relative energy of each structure, in kJ/mol: run P 150.8; run Q 0.0; run R 163.6.

Run P
Entry from the Open Molecules 2025 dataset: 2 unconnected molecules or ions with the total composition C6H9NO (ωB97M-V/def2-TZVPD).

## Properties
**SMILES string**: c1ccncc1.CO
**E_HOMO**: -9.58 eV
**Frontier orbital gap**: 0.3747 Ha
**LUMO level**: 0.62 eV

Geometry (Å):
C: -0.524 -2.926 -0.484
C: -1.286 -2.396 0.544
C: -1.000 -0.985 0.658
N: -0.219 -0.172 -0.178
C: 0.672 -0.808 -1.086
C: 0.481 -2.166 -1.274
H: -0.671 -4.011 -0.626
H: -2.204 -2.835 1.017
H: -1.535 -0.345 1.350
H: 1.100 0.107 -1.746
H: 0.815 -2.540 -2.142
C: 1.152 3.982 1.307
O: 0.403 3.465 0.026
H: 0.955 5.078 1.624
H: 0.779 3.200 2.181
H: 2.255 4.045 0.936
H: -0.152 2.586 0.459

Formally, the natural (NBO) partial charges of the atoms, in units of the elementary charge, are as follows: number 1, C, carries -0.16; number 2, C, carries -0.28; number 3, C, carries 0.04; number 4, N, carries -0.45; number 5, C, carries 0.01; number 6, C, carries -0.26; number 7, H, carries 0.22; number 8, H, carries 0.24; number 9, H, carries 0.19; number 10, H, carries 0.24; number 11, H, carries 0.21; number 12, C, carries -0.29; number 13, O, carries -0.75; number 14, H, carries 0.18; number 15, H, carries 0.19; number 16, H, carries 0.19; number 17, H, carries 0.48

Run Q
Entry from the Open Molecules 2025 dataset: a molecular structure, C6H9NO (ωB97M-V/def2-TZVPD).

## Properties
**E_HOMO**: -8.60 eV
**Frontier orbital gap**: 0.3526 Ha
**LUMO level**: 0.99 eV

Geometry (Å):
C: 1.236 0.270 1.076
C: 0.460 -0.345 -0.058
C: 0.975 0.225 -1.390
C: -0.806 0.329 -0.459
C: -1.724 -0.084 0.692
C: -1.188 -1.287 0.998
H: 2.210 -0.222 1.238
H: 1.394 1.338 0.885
H: 0.639 0.229 2.022
H: 0.692 -0.424 -2.218
H: 2.040 0.509 -1.450
H: -0.415 1.715 -1.960
H: -1.284 -0.247 -1.268
H: -2.681 0.306 0.996
H: -1.558 -2.035 1.674
N: 0.029 1.359 -1.137
O: -0.018 -1.636 0.360

Formally, the natural (NBO) partial charges of the atoms, in units of the elementary charge, are as follows: number 1, C, carries -0.65; number 2, C, carries 0.23; number 3, C, carries -0.23; number 4, C, carries -0.10; number 5, C, carries -0.32; number 6, C, carries 0.13; number 7, H, carries 0.22; number 8, H, carries 0.24; number 9, H, carries 0.22; number 10, H, carries 0.19; number 11, H, carries 0.20; number 12, H, carries 0.36; number 13, H, carries 0.16; number 14, H, carries 0.23; number 15, H, carries 0.20; number 16, N, carries -0.60; number 17, O, carries -0.49

Run R
Entry from the Open Molecules 2025 dataset: 3 unconnected molecules or ions with the total composition C6H9NO (ωB97M-V/def2-TZVPD).

## Properties
**E_HOMO (spin up / spin down)**: -6.76 / -6.88 eV
**Frontier orbital gap (spin up / spin down)**: 0.2694 / 0.2841 Ha
**LUMO level (spin up / spin down)**: 0.57 / 0.85 eV

Geometry (Å):
C: 2.042 2.210 0.185
C: 0.051 -1.667 -1.112
C: 1.761 0.845 -0.416
C: -0.263 -0.481 -0.340
C: -0.728 0.446 0.309
C: -2.642 -0.886 0.605
N: -2.963 -1.434 1.676
O: 2.558 0.218 -1.046
H: -2.233 -1.463 2.395
H: -0.928 1.310 0.898
H: -3.362 -0.815 -0.225
H: 3.066 2.532 -0.028
H: 1.880 2.160 1.263
H: 1.330 2.929 -0.227
H: 1.086 -1.587 -1.459
H: -0.608 -1.753 -1.978
H: -0.047 -2.565 -0.501

Formally, the natural (NBO) partial charges of the atoms, in units of the elementary charge, are as follows: number 1, C, carries -0.76; number 2, C, carries -0.72; number 3, C, carries 0.54; number 4, C, carries 0.10; number 5, C, carries -0.23; number 6, C, carries 0.08; number 7, N, carries -0.66; number 8, O, carries -0.55; number 9, H, carries 0.35; number 10, H, carries 0.25; number 11, H, carries 0.14; number 12, H, carries 0.23; number 13, H, carries 0.24; number 14, H, carries 0.24; number 15, H, carries 0.27; number 16, H, carries 0.24; number 17, H, carries 0.25

Relative energy of each structure, in kJ/mol: run P 39.9; run Q 0.0; run R 346.3.